{
  "formula": "C16H32BNO9S",
  "method": "ωB97M-V with the def2-TZVPD basis set",
  "charge": 0,
  "spin_multiplicity": 1,
  "orbital_gap_ev": 9.111,
  "lumo_energy_ev": 0.16,
  "max_force_ev_per_a": 9.53,
  "smiles": "CCSC[C@@]1(CB(O)O)OC(=O)O[C@H]1N(C)C(C)=O.COCCOCCOC",
  "symbols": ["C", "C", "S", "C", "C", "C", "B", "O", "O", "O", "C", "O", "O", "C", "N", "C", "C", "C", "O", "H", "H", "H", "H", "H", "H", "H", "H", "H", "H", "H", "H", "H", "H", "H", "H", "H", "H", "C", "O", "C", "C", "O", "C", "C", "O", "C", "H", "H", "H", "H", "H", "H", "H", "H", "H", "H", "H", "H", "H", "H"],
  "xyz": [[-2.820781, 4.580223, 4.361850], [-4.235901, 3.716197, 4.286208], [-4.883207, 3.913190, 2.539332], [-4.348102, 2.498951, 1.430527], [-2.727965, 2.341161, 1.239163], [-1.795560, 3.650973, 0.921538], [-2.371004, 4.653204, -0.248001], [-3.779794, 5.030916, -0.474575], [-1.349220, 5.283947, -1.151320], [-2.306727, 1.782716, 2.565678], [-2.452027, 0.299254, 2.423400], [-2.374051, -0.666707, 3.344763], [-2.765609, -0.000711, 0.991220], [-2.116621, 1.136674, 0.306289], [-2.262821, 1.295577, -1.193789], [-2.922108, 0.102775, -1.849393], [-0.867619, 1.384920, -1.838238], [0.340192, 0.290794, -1.593386], [-0.571966, 2.407375, -2.682531], [-2.761787, 5.226399, 5.340671], [-1.883278, 3.874320, 4.199731], [-2.826633, 5.303423, 3.412090], [-5.003573, 4.017549, 5.129774], [-3.949632, 2.574265, 4.457567], [-4.890610, 1.521872, 1.819780], [-4.820612, 2.723284, 0.357596], [-1.507147, 4.241486, 1.912303], [-0.757430, 3.226731, 0.512322], [-4.050160, 5.585662, 0.318053], [-1.147092, 6.195512, -0.739354], [-1.003840, 1.054308, 0.730303], [-4.101050, 0.223094, -1.857957], [-2.591674, 0.114706, -2.996649], [-2.584356, -0.941518, -1.435945], [-0.069638, -0.751720, -1.198826], [0.988029, 0.724057, -0.689113], [1.083202, 0.174960, -2.490101], [2.839480, -6.519193, -2.475593], [3.672676, -5.393215, -2.276792], [3.445838, -4.370604, -3.247028], [3.755586, -2.992326, -2.656066], [2.732996, -2.509215, -1.774146], [2.659378, -3.144659, -0.490082], [3.831821, -2.791499, 0.429342], [4.987463, -3.555077, 0.080353], [6.195810, -2.899624, 0.422650], [3.068178, -7.004784, -3.428197], [3.018152, -7.230208, -1.662538], [1.782798, -6.228071, -2.443002], [2.409580, -4.388886, -3.599317], [4.115464, -4.566393, -4.090895], [3.791861, -2.272833, -3.481676], [4.735179, -2.963928, -2.176836], [2.527603, -4.223240, -0.592959], [1.742554, -2.759930, -0.029773], [3.576526, -3.039146, 1.465283], [4.039741, -1.718554, 0.355878], [6.260124, -1.927578, -0.075249], [7.030596, -3.515685, 0.078414], [6.268768, -2.775169, 1.507245]],
  "forces_ev_per_angstrom": [[-0.26, 0.33, -0.74], [2.02, -1.24, 0.75], [-0.11, -0.43, -0.06], [-0.16, -0.83, -1.47], [0.90, 0.30, 0.14], [0.45, -0.86, 0.37], [0.10, 1.55, -1.54], [2.73, 0.31, 1.90], [-1.67, 0.58, 3.19], [-0.36, -4.40, -1.03], [-0.39, -3.33, 2.54], [-0.47, 7.18, -6.25], [1.51, 0.97, 2.60], [0.14, 1.11, 1.98], [2.10, -1.61, 0.83], [-0.73, -0.81, -1.88], [2.63, 4.65, -4.44], [-0.24, 0.14, 1.61], [-2.47, -6.58, 5.61], [0.10, -1.42, -1.90], [-2.04, 1.44, 0.70], [0.01, -1.35, 2.31], [1.36, -0.41, -2.17], [-0.82, 2.44, -0.34], [1.62, 1.82, -0.82], [0.94, -0.15, 2.48], [-0.87, -1.21, -2.09], [-2.18, 0.97, 0.91], [0.09, -1.25, -1.16], [-0.50, -1.98, -1.20], [-1.95, 0.51, -1.70], [2.58, -0.32, 0.30], [-0.78, 0.08, 2.50], [-0.78, 2.07, -0.53], [0.82, 2.20, -1.07], [-1.38, -0.85, -1.93], [-1.90, 0.36, 1.60], [0.19, 0.07, 0.20], [-0.38, 0.12, -0.03], [0.50, 0.06, 0.55], [-0.35, -0.07, -0.19], [0.25, -0.31, 0.12], [0.11, 0.38, 0.03], [0.04, -0.68, -0.29], [0.01, 0.35, -0.16], [-0.20, -0.30, -0.04], [-0.13, -0.08, -0.07], [0.10, 0.18, -0.15], [-0.01, -0.05, -0.13], [-0.03, 0.02, 0.03], [-0.06, 0.15, -0.20], [-0.15, -0.08, 0.07], [-0.06, -0.26, 0.07], [0.29, 0.02, 0.05], [0.12, 0.10, -0.07], [-0.18, 0.17, 0.07], [-0.02, 0.02, -0.03], [0.02, 0.12, 0.09], [-0.20, -0.01, 0.06], [0.10, 0.14, 0.02]],
  "nbo_charge": [-0.647, -0.556, 0.161, -0.583, 0.276, -0.866, 1.250, -0.949, -0.942, -0.546, 0.967, -0.550, -0.539, 0.228, -0.529, -0.447, 0.688, -0.750, -0.521, 0.223, 0.228, 0.208, 0.247, 0.246, 0.251, 0.278, 0.284, 0.256, 0.506, 0.493, 0.197, 0.235, 0.232, 0.212, 0.234, 0.246, 0.280, -0.250, -0.548, -0.095, -0.089, -0.550, -0.088, -0.096, -0.548, -0.250, 0.168, 0.195, 0.164, 0.174, 0.175, 0.187, 0.195, 0.198, 0.183, 0.176, 0.173, 0.164, 0.195, 0.168]
}